Below is 2 unconnected molecules or ions with the total composition C5H15N6 in a non-equilibrium geometry, with properties calculated with wB97M-V/def2-TZVPD.

XYZ file:
```
26
Properties=species:S:1:pos:R:3:mulliken_charge:R:1
C -0.579 1.058 -0.241 0.526
C 2.149 -1.876 0.868 -1.379
C -0.246 2.475 -0.247 -0.803
C 2.425 -1.316 -0.577 -0.380
C 1.554 -0.052 -1.003 -0.710
N -1.820 0.606 -0.176 -0.455
N -1.693 -0.707 -0.248 0.041
N -0.532 -1.097 -0.398 -0.768
N 0.232 0.017 -0.406 0.695
N -4.131 -0.955 0.118 -0.538
N 0.860 2.679 0.628 -0.500
H 1.314 -1.664 1.440 0.409
H 2.276 -2.939 0.895 0.357
H 2.922 -1.603 1.420 0.475
H -1.139 2.925 -0.013 0.411
H 0.087 2.921 -1.170 0.248
H 2.029 -2.032 -1.208 0.321
H 3.558 -1.169 -0.765 0.362
H 2.011 0.843 -0.691 0.399
H 1.516 -0.066 -2.068 0.265
H -4.661 -0.900 -0.726 0.347
H -4.317 0.042 0.352 0.376
H -3.095 -1.015 -0.208 0.560
H 0.973 2.020 1.368 0.187
H 0.818 3.587 1.049 0.233
H -4.639 -1.478 0.798 0.319
```

Output
gap between HOMO and LUMO	9.96	eV
net charge	+1
HOMO level	-12.89	eV
LUMO energy	-2.9	eV
F_max	4.7	eV/A
relative energy (zero: lowest compared OMol25 entry of this formula, charge and spin)	35.5	kcal per mole

Below is a single C5H7NO molecule, with properties calculated with wB97M-V/def2-TZVPD.

XYZ file:
```
14
Properties=species:S:1:pos:R:3:mulliken_charge:R:1
O 1.478 2.201 0.346 -0.652
C 0.812 1.200 0.141 0.266
C 1.455 -0.166 -0.029 -0.451
C 0.510 -1.324 0.128 -0.334
C -0.806 -1.182 0.051 -0.317
C -1.462 0.148 -0.182 -0.466
N -0.546 1.252 0.035 -0.129
H 2.288 -0.217 0.679 0.341
H 1.913 -0.186 -1.028 0.253
H 0.946 -2.308 0.292 0.360
H -1.471 -2.038 0.139 0.350
H -2.316 0.260 0.498 0.311
H -1.873 0.179 -1.205 0.239
H -0.929 2.181 0.135 0.229
```

Output
gap between HOMO and LUMO	10.34	eV
net charge	0
SMILES	O=C1CC=CCN1
HOMO level	-9.48	eV
LUMO energy	0.9	eV
F_max	0.3	eV/A
relative energy (zero: lowest compared OMol25 entry of this formula, charge and spin)	2.4	kcal per mole